The following is a quantum chemistry calculation of the molecule C7H6BrNOS in a non-equilibrium geometry, from OMol25.

The geometry in XYZ format:
```
17
Properties=species:S:1:pos:R:3:forces:R:3:mulliken_charge:R:1
C -0.143093 -2.635733 1.634987 -0.088 0.143 -0.100 -1.0364
C 0.641698 -1.658400 1.205816 0.197 -0.601 0.510 0.1750
N 0.281374 -0.561401 0.400331 -0.014 0.057 -0.107 0.1437
C -1.012811 -0.457870 -0.075439 -0.853 0.300 -0.436 -0.0425
C -1.489961 0.558409 -0.816684 0.066 -0.518 0.310 -0.7160
C -0.675252 1.649492 -1.232480 -0.024 0.926 -0.508 -0.0427
Br -1.513183 3.051574 -2.300774 0.461 -0.531 0.417 -0.2611
C 0.616356 1.737931 -0.916809 0.921 -3.451 2.467 0.6747
O 1.542659 2.626408 -1.200876 0.131 0.071 0.021 -0.4491
C 1.233488 0.361985 0.157784 -1.018 3.916 -2.719 0.2830
S 2.755402 0.478576 0.668107 0.340 -0.061 0.096 -0.3452
H 0.273922 -3.405502 2.260087 0.173 -0.062 0.053 0.2540
H -1.193270 -2.729418 1.420006 -0.153 0.035 -0.061 0.2805
H 1.685157 -1.628828 1.485658 -0.058 0.014 -0.066 0.2330
H -1.661961 -1.275996 0.186161 0.049 0.034 0.030 0.1376
H -2.525634 0.550912 -1.118108 -0.022 -0.121 0.016 0.4060
H 1.185108 3.337861 -1.757770 -0.107 -0.150 0.075 0.3055
```
Forces are in eV/Å.

The charge is 0. The orbital gap is 8.3 eV. The relative energy (zero: lowest compared OMol25 entry of this formula, charge and spin) is 1.7026 eV. As for the SMILES: C=Cn1ccc(Br)c(O)c1=S.


The following is a quantum chemistry calculation of a structure of composition C7H6Cl2N2O3SYYb in a non-equilibrium geometry, from OMol25.

The geometry in XYZ format:
```
23
Properties=species:S:1:pos:R:3:forces:R:3:mulliken_charge:R:1
Yb -1.525719 -1.141501 -5.110886 -2.346 -0.406 -0.553 1.4610
Y -0.087988 0.508062 -0.613559 -0.381 0.044 -4.004 1.0625
Cl -0.566328 -1.615322 -2.914346 0.805 0.746 2.152 -0.5125
Cl -1.635706 2.221095 -1.409682 0.948 -0.909 0.725 -0.2640
C 1.671062 2.159164 -0.042870 4.493 4.529 1.329 0.3232
C 0.170192 -1.891308 -6.643927 5.333 -2.050 -3.512 0.1070
C -0.123722 0.545591 -6.105669 4.259 4.431 -2.508 0.0891
O 2.433066 2.976893 0.252375 -3.581 -3.804 -1.382 0.0411
O 1.135153 -2.103972 -7.243643 -4.344 0.908 2.584 0.0110
O 0.691054 1.202150 -6.598050 -3.636 -2.863 2.147 0.0108
C -0.247476 -1.975902 3.405676 0.166 -0.714 0.498 -0.7356
N -0.166673 -0.581286 2.964219 0.806 0.582 1.816 0.1084
C 0.533658 0.438021 3.596382 -0.669 -2.666 0.355 0.0420
C 0.390245 1.563746 2.865337 -0.839 0.558 -1.974 -0.5266
N -0.377973 1.207954 1.742131 -0.500 0.356 0.425 -0.1376
C -0.782925 -0.133080 1.865803 -0.362 -0.161 -0.735 0.3418
S -1.602451 -1.097753 0.717548 -0.161 0.365 1.629 0.0204
H -1.297177 -2.285940 3.467963 0.141 0.166 0.049 0.4086
H 0.275477 -2.625288 2.692849 -0.030 0.191 0.136 0.3833
H 0.228321 -2.052235 4.386766 -0.132 -0.039 -0.161 0.3132
H 1.063537 0.252790 4.520266 0.135 0.070 0.071 0.5156
H 0.803147 2.548445 2.973450 -0.031 0.406 0.285 0.5345
H -0.980782 1.879673 1.231860 -0.077 0.262 0.628 0.4029
```
Forces are in eV/Å.

The charge is +4. As for the multiplicity: 2. The orbital gap (spin up / spin down) is 6.9 / 3.7 eV. The expectation value of S² is 0.780.


The following is a quantum chemistry calculation of a cluster of 2 separate species, C7H6Cl2O2 in total in a non-equilibrium geometry, from OMol25.

The geometry in XYZ format:
```
17
Properties=species:S:1:pos:R:3:forces:R:3:mulliken_charge:R:1
O -2.955427 1.230003 1.162707 -0.859 -2.456 -2.207 -0.3863
C -3.408741 0.316140 0.503384 0.297 2.296 2.986 0.6282
Cl -3.846856 -1.211963 1.230662 0.345 -0.053 -0.016 -0.1160
Cl -4.061849 0.430646 -1.072219 -0.046 0.323 -0.705 -0.1355
O -1.267243 -0.507064 -0.674205 -1.744 -0.052 -0.157 -0.4342
C -0.063886 -0.062441 -0.329884 3.296 -1.435 -0.260 0.8183
C 0.905552 0.323765 -1.325650 -0.766 -0.272 -0.451 -0.4678
C 2.270132 0.420913 -0.990791 0.101 -0.027 -1.469 -0.2463
C 2.710393 0.205736 0.311524 0.321 0.181 0.709 -0.5811
C 1.796972 -0.156803 1.241591 -3.776 -1.983 1.972 -0.2304
C 0.412876 -0.452595 0.927259 0.787 1.554 1.028 -0.4020
H -1.463562 -0.415324 -1.608901 0.194 0.191 -0.200 0.2797
H 0.502282 0.375303 -2.416069 1.060 0.121 1.970 0.1264
H 3.044602 0.538181 -1.790303 -0.989 0.201 0.685 0.2921
H 3.704741 0.256726 0.749670 0.258 0.262 -1.077 0.3371
H 1.971105 -0.449567 2.312885 0.706 0.633 -1.252 0.2594
H -0.251091 -0.841659 1.768337 0.813 0.517 -1.555 0.2585
```
Forces are in eV/Å.

The charge is 0. The orbital gap is 9.1 eV. The relative energy (zero: lowest compared OMol25 entry of this formula, charge and spin) is 0.0000 eV. As for the SMILES: O=C(Cl)Cl.Oc1ccccc1.


- charge of number 1 (C7H6BrNOS)?
  0


Please write out number 1 again, unchanged.
The following is a quantum chemistry calculation of the molecule C7H6BrNOS in a non-equilibrium geometry, from OMol25.

The geometry in XYZ format:
```
17
Properties=species:S:1:pos:R:3:forces:R:3:mulliken_charge:R:1
C -0.143093 -2.635733 1.634987 -0.088 0.143 -0.100 -1.0364
C 0.641698 -1.658400 1.205816 0.197 -0.601 0.510 0.1750
N 0.281374 -0.561401 0.400331 -0.014 0.057 -0.107 0.1437
C -1.012811 -0.457870 -0.075439 -0.853 0.300 -0.436 -0.0425
C -1.489961 0.558409 -0.816684 0.066 -0.518 0.310 -0.7160
C -0.675252 1.649492 -1.232480 -0.024 0.926 -0.508 -0.0427
Br -1.513183 3.051574 -2.300774 0.461 -0.531 0.417 -0.2611
C 0.616356 1.737931 -0.916809 0.921 -3.451 2.467 0.6747
O 1.542659 2.626408 -1.200876 0.131 0.071 0.021 -0.4491
C 1.233488 0.361985 0.157784 -1.018 3.916 -2.719 0.2830
S 2.755402 0.478576 0.668107 0.340 -0.061 0.096 -0.3452
H 0.273922 -3.405502 2.260087 0.173 -0.062 0.053 0.2540
H -1.193270 -2.729418 1.420006 -0.153 0.035 -0.061 0.2805
H 1.685157 -1.628828 1.485658 -0.058 0.014 -0.066 0.2330
H -1.661961 -1.275996 0.186161 0.049 0.034 0.030 0.1376
H -2.525634 0.550912 -1.118108 -0.022 -0.121 0.016 0.4060
H 1.185108 3.337861 -1.757770 -0.107 -0.150 0.075 0.3055
```
Forces are in eV/Å.

The charge is 0. The orbital gap is 8.3 eV. The relative energy (zero: lowest compared OMol25 entry of this formula, charge and spin) is 1.7026 eV. As for the SMILES: C=Cn1ccc(Br)c(O)c1=S.


Repeat the third record exactly.
The following is a quantum chemistry calculation of a cluster of 2 separate species, C7H6Cl2O2 in total in a non-equilibrium geometry, from OMol25.

The geometry in XYZ format:
```
17
Properties=species:S:1:pos:R:3:forces:R:3:mulliken_charge:R:1
O -2.955427 1.230003 1.162707 -0.859 -2.456 -2.207 -0.3863
C -3.408741 0.316140 0.503384 0.297 2.296 2.986 0.6282
Cl -3.846856 -1.211963 1.230662 0.345 -0.053 -0.016 -0.1160
Cl -4.061849 0.430646 -1.072219 -0.046 0.323 -0.705 -0.1355
O -1.267243 -0.507064 -0.674205 -1.744 -0.052 -0.157 -0.4342
C -0.063886 -0.062441 -0.329884 3.296 -1.435 -0.260 0.8183
C 0.905552 0.323765 -1.325650 -0.766 -0.272 -0.451 -0.4678
C 2.270132 0.420913 -0.990791 0.101 -0.027 -1.469 -0.2463
C 2.710393 0.205736 0.311524 0.321 0.181 0.709 -0.5811
C 1.796972 -0.156803 1.241591 -3.776 -1.983 1.972 -0.2304
C 0.412876 -0.452595 0.927259 0.787 1.554 1.028 -0.4020
H -1.463562 -0.415324 -1.608901 0.194 0.191 -0.200 0.2797
H 0.502282 0.375303 -2.416069 1.060 0.121 1.970 0.1264
H 3.044602 0.538181 -1.790303 -0.989 0.201 0.685 0.2921
H 3.704741 0.256726 0.749670 0.258 0.262 -1.077 0.3371
H 1.971105 -0.449567 2.312885 0.706 0.633 -1.252 0.2594
H -0.251091 -0.841659 1.768337 0.813 0.517 -1.555 0.2585
```
Forces are in eV/Å.

The charge is 0. The orbital gap is 9.1 eV. The relative energy (zero: lowest compared OMol25 entry of this formula, charge and spin) is 0.0000 eV. As for the SMILES: O=C(Cl)Cl.Oc1ccccc1.


- Look up the charge of the first one.
  0